{"formula": "C63H140B3F12N7", "method": "the ωB97M-V functional and the def2-TZVPD basis", "elements": ["C", "C", "C", "C", "N", "C", "C", "C", "C", "C", "H", "H", "H", "H", "H", "H", "H", "H", "H", "H", "H", "H", "H", "H", "H", "H", "H", "H", "H", "H", "C", "C", "C", "C", "N", "C", "C", "C", "C", "C", "H", "H", "H", "H", "H", "H", "H", "H", "H", "H", "H", "H", "H", "H", "H", "H", "H", "H", "H", "H", "C", "C", "C", "C", "N", "C", "C", "C", "C", "C", "H", "H", "H", "H", "H", "H", "H", "H", "H", "H", "H", "H", "H", "H", "H", "H", "H", "H", "H", "H", "C", "C", "C", "C", "N", "C", "C", "C", "C", "C", "H", "H", "H", "H", "H", "H", "H", "H", "H", "H", "H", "H", "H", "H", "H", "H", "H", "H", "H", "H", "C", "C", "C", "C", "N", "C", "C", "C", "C", "C", "H", "H", "H", "H", "H", "H", "H", "H", "H", "H", "H", "H", "H", "H", "H", "H", "H", "H", "H", "H", "C", "C", "C", "C", "N", "C", "C", "C", "C", "C", "H", "H", "H", "H", "H", "H", "H", "H", "H", "H", "H", "H", "H", "H", "H", "H", "H", "H", "H", "H", "C", "C", "C", "C", "N", "C", "C", "C", "C", "C", "H", "H", "H", "H", "H", "H", "H", "H", "H", "H", "H", "H", "H", "H", "H", "H", "H", "H", "H", "H", "B", "F", "F", "F", "F", "B", "F", "F", "F", "F", "B", "F", "F", "F", "F"], "xyz": [[3.8340, -1.6104, 2.9811], [4.5484, -2.8759, 2.5864], [3.6023, -3.8809, 1.9811], [4.3213, -5.1819, 1.7435], [3.3597, -6.3821, 1.3986], [4.1190, -7.5094, 0.9337], [3.2072, -8.2971, -0.1440], [2.1037, -7.3873, -0.5700], [2.4300, -6.0274, 0.1577], [2.6007, -6.7132, 2.5592], [4.5680, -0.8169, 3.2021], [3.2467, -1.8041, 3.8801], [3.1807, -1.2140, 2.1848], [5.0124, -3.1403, 3.5361], [5.4070, -2.6260, 1.9523], [3.2917, -3.5213, 0.9518], [2.6986, -3.9574, 2.5816], [4.9724, -5.4788, 2.5130], [4.9116, -5.1307, 0.7904], [4.3551, -8.2329, 1.7467], [5.0773, -7.2644, 0.5048], [2.8401, -9.2642, 0.3123], [3.8403, -8.5551, -0.9482], [1.1403, -7.8031, -0.1510], [1.8580, -7.3623, -1.6441], [1.6594, -5.3874, 0.5247], [3.0717, -5.4247, -0.4812], [3.3297, -6.6574, 3.4023], [2.1885, -7.6784, 2.4715], [1.7556, -6.0342, 2.7170], [0.9035, -3.8903, -6.2567], [2.3054, -3.8178, -5.8432], [3.2174, -3.8250, -7.0591], [4.6392, -3.5792, -6.6758], [5.4832, -3.1236, -7.8835], [5.5463, -4.1074, -8.9553], [6.3687, -5.2421, -8.4101], [7.3803, -4.5781, -7.3850], [6.8704, -3.0882, -7.3736], [5.0145, -1.7299, -8.2854], [0.2033, -4.0210, -5.4221], [0.6608, -4.7661, -6.8875], [0.6058, -3.0274, -6.8746], [2.5955, -4.6128, -5.1489], [2.4212, -2.9160, -5.3185], [2.8065, -3.1602, -7.8066], [3.0939, -4.8103, -7.4657], [5.0499, -4.5010, -6.3168], [4.7306, -2.7505, -5.9818], [5.9919, -3.5946, -9.8898], [4.6073, -4.4628, -9.2784], [7.0101, -5.6833, -9.1306], [5.8180, -6.1019, -7.9855], [8.3794, -4.6420, -7.8318], [7.4247, -5.0171, -6.4102], [7.5449, -2.4366, -7.9444], [6.8183, -2.6635, -6.3922], [3.9059, -1.8405, -8.5196], [5.6201, -1.4286, -9.1150], [5.1096, -0.9870, -7.5089], [4.2839, 7.1032, -1.2036], [3.9565, 5.6480, -0.8068], [4.9781, 4.5326, -1.1366], [4.2282, 3.1874, -1.1735], [4.9380, 1.8144, -1.2269], [5.8620, 1.6637, -2.3587], [5.0210, 1.5738, -3.6123], [3.6374, 1.0139, -3.0984], [3.7901, 0.8308, -1.5636], [5.5720, 1.3046, 0.0686], [3.4329, 7.7692, -1.0838], [4.4558, 7.1139, -2.2857], [5.2054, 7.4001, -0.7370], [3.0375, 5.3314, -1.3137], [3.7228, 5.5577, 0.2378], [5.8089, 4.5377, -0.4568], [5.3087, 4.6773, -2.1579], [3.5516, 3.3048, -2.0363], [3.6414, 3.0760, -0.2477], [6.4224, 0.7188, -2.1339], [6.6357, 2.4688, -2.3406], [5.4902, 0.9111, -4.3362], [5.0382, 2.6244, -4.0091], [3.5625, 0.0156, -3.4575], [2.7751, 1.6067, -3.3900], [4.1389, -0.1877, -1.3837], [2.8827, 1.1842, -0.9961], [6.3268, 2.0195, 0.3687], [5.9088, 0.2966, -0.1928], [4.7751, 1.3314, 0.8213], [-2.7817, 3.7394, 3.9461], [-1.6452, 2.8353, 4.5029], [-0.7464, 3.5556, 5.5026], [0.2026, 2.6742, 6.2533], [1.4127, 3.5092, 6.8116], [1.0330, 4.7519, 7.6018], [2.2764, 5.6012, 7.6889], [3.0850, 5.1784, 6.4287], [2.2041, 4.1680, 5.7088], [2.2134, 2.5186, 7.6364], [-3.5507, 4.0322, 4.7414], [-3.1448, 3.2690, 3.0991], [-2.3769, 4.7059, 3.5941], [-0.9564, 2.5248, 3.7115], [-2.0778, 1.9243, 4.9812], [-1.3565, 4.0188, 6.2709], [-0.2480, 4.3916, 5.0582], [0.7972, 2.0443, 5.5906], [-0.2183, 2.0422, 7.0035], [0.5082, 4.3971, 8.4517], [0.2243, 5.2549, 7.1406], [2.8717, 5.4599, 8.5717], [1.9775, 6.6558, 7.7718], [4.1254, 4.9150, 6.5476], [3.1340, 6.0952, 5.8255], [2.7505, 3.4401, 5.1065], [1.5048, 4.6261, 4.9695], [1.5701, 2.1012, 8.4103], [2.9910, 3.1581, 8.0921], [2.5586, 1.6743, 6.9994], [-5.8556, -4.1024, 6.2562], [-5.2158, -4.6663, 4.9681], [-5.2459, -6.1983, 4.9704], [-5.0468, -6.6047, 3.5265], [-4.8946, -8.0670, 3.1958], [-4.5686, -8.2195, 1.7509], [-5.9491, -7.8844, 1.0657], [-6.9805, -8.5997, 1.9675], [-6.1814, -8.8577, 3.2663], [-3.9230, -8.6890, 4.0934], [-6.8545, -4.5496, 6.3871], [-5.9672, -3.0340, 6.0445], [-5.2154, -4.2094, 7.1320], [-4.1804, -4.3798, 4.6140], [-5.8973, -4.3921, 4.2135], [-6.1500, -6.5886, 5.3760], [-4.4952, -6.5145, 5.5960], [-4.1297, -6.2310, 3.0804], [-5.9161, -6.2888, 2.9342], [-4.2050, -9.2524, 1.6392], [-3.6949, -7.5465, 1.4524], [-6.0548, -8.3393, 0.0981], [-6.0685, -6.7502, 0.9705], [-7.3816, -9.5692, 1.5257], [-7.8670, -7.9320, 2.1129], [-5.8782, -9.9255, 3.3435], [-6.7917, -8.5005, 4.1197], [-3.0014, -8.1534, 3.9042], [-3.8379, -9.6654, 3.6885], [-4.1846, -8.7373, 5.2031], [-5.0766, 9.1923, -1.4193], [-6.0938, 9.5166, -2.3986], [-6.5659, 10.8198, -2.7983], [-7.7474, 11.0115, -3.6586], [-7.5679, 12.2055, -4.4823], [-8.9804, 12.5332, -5.2597], [-8.8149, 11.9572, -6.6025], [-7.3117, 12.2850, -6.8431], [-6.5499, 12.0041, -5.6015], [-7.2219, 13.3941, -3.6104], [-4.3062, 9.7791, -0.9631], [-4.7568, 8.1394, -1.6558], [-5.7145, 8.7566, -0.7097], [-6.6466, 8.6688, -2.7363], [4.2644, 11.4510, 3.8195], [-5.5287, 11.3563, -2.8190], [-6.7863, 11.3186, -1.8419], [-8.7393, 11.0056, -3.1858], [-7.9229, 10.2291, -4.3934], [-9.1038, 13.6135, -5.4129], [-9.7627, 12.1712, -4.5225], [-9.4530, 12.3826, -7.3414], [-9.0326, 10.9536, -6.7109], [-7.2013, 13.3596, -7.1643], [-6.8064, 11.9215, -7.7637], [-5.6679, 12.6621, -5.4180], [-6.1040, 10.9662, -5.5724], [-7.9808, 13.3465, -2.8683], [-7.3912, 14.3830, -4.1539], [-6.1838, 13.3287, -3.2755], [-5.0401, -0.7901, 3.7750], [-3.4389, -0.7112, 3.6879], [-2.9165, -1.1877, 2.2950], [-1.4205, -1.2306, 2.2438], [-0.7958, -1.2952, 0.9249], [-0.8992, 0.0593, 0.1958], [-0.8795, -0.3015, -1.2667], [-1.2097, -1.7992, -1.3979], [-1.4520, -2.3069, 0.0237], [0.6682, -1.5981, 1.1084], [-5.3689, -0.4594, 4.7790], [-5.3882, -1.7688, 3.5462], [-5.4397, -0.0933, 3.0361], [-2.9338, -1.2816, 4.4482], [-3.0480, 0.3116, 3.8717], [-3.2688, -0.5919, 1.4948], [-3.3269, -2.2015, 2.0737], [-1.0659, -2.0331, 2.7927], [-1.0324, -0.2751, 2.6539], [-0.1207, 0.7051, 0.5207], [-1.8738, 0.4482, 0.4602], [0.1641, -0.1532, -1.6178], [-1.6027, 0.2521, -1.8300], [-0.4501, -2.3127, -1.9345], [-2.1001, -1.8207, -2.0366], [-1.0621, -3.2772, 0.2988], [-2.4907, -2.3222, 0.3376], [1.1149, -0.7675, 1.6534], [1.1467, -1.7868, 0.1496], [0.8132, -2.5148, 1.6624], [-1.3483, -5.5329, 2.2998], [-2.0250, -6.4562, 1.4643], [-1.8479, -4.2231, 2.1966], [-1.4563, -5.9462, 3.6503], [0.0715, -5.4779, 1.8340], [1.7756, 2.2010, 2.4516], [2.7374, 1.9366, 3.3965], [0.6258, 1.6052, 2.7296], [1.5890, 3.5607, 2.2605], [2.3415, 1.6805, 1.1739], [3.8464, -2.9237, -2.3606], [2.5628, -2.5122, -2.7510], [3.8201, -4.2764, -2.1156], [4.8620, -2.6284, -3.2742], [4.1662, -2.2352, -1.1313]], "lumo_energy_ha": -0.3198, "homo_lumo_gap_ev": 1.2, "e_tot_ev": -112648.698, "homo_ev": -9.89, "charge": 4}

---

{"formula": "H7N3O", "method": "the ωB97M-V functional and the def2-TZVPD basis", "elements": ["N", "N", "H", "H", "H", "H", "N", "O", "H", "H", "H"], "xyz": [[-1.4783, 0.7993, 0.0690], [-1.4118, -0.6249, -0.1090], [-1.0689, 1.0365, 1.0113], [-0.8364, 1.2104, -0.5678], [-2.0763, -0.9418, -0.8236], [-1.6633, -1.2179, 0.6932], [1.4515, 0.6035, -0.1105], [1.4259, -0.7864, 0.1155], [1.7956, 0.9528, 0.7761], [2.0965, 0.8586, -0.8953], [0.4159, -1.0532, -0.0642]], "relative_energy_kcal_mol": 1.1, "lumo_energy_ha": 0.0412, "homo_lumo_gap_ev": 9.3, "e_tot_ev": -6628.276, "homo_ev": -8.18, "charge": 0, "smiles": "NN.NO"}

---

{"formula": "C3H10O", "method": "the ωB97M-V functional and the def2-TZVPD basis", "elements": ["C", "C", "H", "H", "H", "H", "H", "H", "C", "O", "H", "H", "H", "H"], "xyz": [[0.3091, -1.1060, -0.8674], [-0.1798, -2.5455, -1.4179], [0.2610, -1.2024, 0.1970], [1.3678, -0.9898, -0.8106], [-0.3030, -0.2842, -1.4902], [0.1547, -2.7167, -2.4655], [-1.1729, -2.5429, -1.2461], [0.1027, -3.3440, -0.7442], [0.2685, 1.2816, 1.3026], [-0.4736, 2.4327, 1.0359], [1.1993, 1.4587, 1.9335], [-0.3762, 0.5293, 1.7501], [0.4896, 0.8939, 0.2611], [-0.3216, 2.9558, 0.2243]], "relative_energy_kcal_mol": 44.6, "lumo_energy_ha": 0.0340, "homo_lumo_gap_ev": 11.1, "e_tot_ev": -5318.679, "homo_ev": -10.19, "charge": 0, "smiles": "CC.CO"}

---

{"formula": "FH10HfO5Pb", "method": "the ωB97M-V functional and the def2-TZVPD basis", "elements": ["Pb", "Hf", "F", "O", "H", "H", "O", "H", "H", "O", "H", "H", "O", "H", "H", "O", "H", "H"], "xyz": [[-2.3959, 3.6087, -0.6215], [0.3072, -2.4756, 0.9311], [-0.2181, 0.6659, 0.0881], [-2.2354, -0.9440, 3.1460], [-2.9691, -0.5203, 2.7006], [-2.4018, -0.7959, 4.0769], [1.1794, 4.7020, -1.2200], [1.7854, 4.3079, -0.5925], [1.6882, 5.3935, -1.6432], [1.2973, -2.0126, -2.4307], [0.6234, -1.8348, -3.0868], [2.1203, -1.7895, -2.8656], [3.4767, -0.8395, 0.8114], [3.6429, 0.0986, 0.9048], [4.3466, -1.2388, 0.8143], [-3.0265, -2.0869, -0.3617], [-3.5860, -2.8341, -0.5737], [-3.6348, -1.4047, -0.0773]], "relative_energy_kcal_mol": 189.1, "lumo_energy_ha": -0.8625, "homo_lumo_gap_ev": 2.2, "e_tot_ev": -19590.614, "homo_ev": -25.66, "charge": 5}